Record 1
{"formula": "C4H37N3O12", "method": "the ωB97M-V functional and the def2-TZVPD basis", "e_above_lowest_ev": 1.670, "homo_lumo_gap_ev": 8.57, "mol_weight_da": 319.35, "e_tot_ev": -33788.6671, "e_homo_ev": -8.451, "lumo_energy_ev": 0.12, "elements": ["C", "C", "C", "N", "N", "C", "N", "H", "H", "H", "H", "H", "H", "H", "H", "H", "H", "H", "H", "H", "H", "H", "O", "H", "H", "O", "H", "H", "O", "H", "H", "O", "H", "H", "O", "H", "H", "O", "H", "H", "O", "H", "H", "O", "H", "H", "O", "H", "H", "O", "H", "H", "O", "H", "H", "O"], "xyz": [[-0.394, 0.893, 0.533], [0.897, 0.947, 1.376], [2.143, 1.328, 0.579], [1.968, 2.432, -0.350], [-0.516, -0.470, -0.063], [-1.878, -0.714, -0.465], [-2.285, -0.070, -1.711], [-0.307, 1.678, -0.211], [-1.224, 1.004, 1.216], [0.995, -0.025, 1.852], [0.736, 1.532, 2.290], [2.357, 0.484, -0.093], [3.047, 1.450, 1.159], [2.070, 3.404, -0.101], [1.215, 2.254, -1.001], [0.192, -0.615, -0.776], [-1.903, -1.804, -0.581], [-2.606, -0.512, 0.302], [-3.234, 0.279, -1.751], [-2.026, -0.562, -2.555], [-0.547, -2.838, 2.440], [-1.946, -2.251, 3.059], [-0.989, -2.308, 3.140], [2.813, -1.766, -1.044], [1.943, -2.885, -1.506], [2.330, -2.078, -1.817], [0.072, 4.407, -2.277], [-0.879, 3.941, -1.296], [-0.112, 4.528, -1.340], [-0.694, -2.498, -2.384], [-0.065, -3.953, -2.300], [-0.289, -3.162, -1.799], [2.515, -2.900, 1.423], [2.836, -1.353, 1.556], [2.981, -2.141, 1.031], [-1.174, -0.397, -4.458], [0.005, -0.715, -3.477], [-0.767, -1.098, -3.949], [0.489, -1.239, 3.209], [0.945, -0.652, 4.514], [1.276, -0.863, 3.640], [1.793, 0.905, -3.149], [2.109, -0.176, -2.186], [1.384, 0.129, -2.725], [-2.638, 0.686, 3.757], [-1.938, 1.989, 3.827], [-2.396, 1.361, 4.415], [-0.424, 1.678, -3.483], [-1.089, 1.285, -2.160], [-1.022, 2.033, -2.807], [0.530, -4.276, 0.609], [-0.045, -2.811, 0.376], [0.309, -3.428, 1.025], [-2.956, 3.447, 2.116], [-1.466, 3.516, 2.411], [-2.139, 2.971, 1.962]]}


Record 2
{"formula": "C4H37NO13", "method": "the ωB97M-V functional and the def2-TZVPD basis", "e_above_lowest_ev": 3.796, "homo_lumo_gap_ev": 9.20, "mol_weight_da": 307.33, "e_tot_ev": -32854.5443, "e_homo_ev": -9.174, "lumo_energy_ev": 0.03, "elements": ["C", "C", "C", "N", "C", "H", "H", "H", "H", "H", "H", "H", "H", "H", "H", "H", "H", "H", "O", "H", "H", "O", "H", "H", "O", "H", "H", "O", "H", "H", "O", "H", "H", "O", "H", "H", "O", "H", "H", "O", "H", "H", "O", "H", "H", "O", "H", "H", "O", "H", "H", "O", "H", "H", "O"], "xyz": [[0.328, -2.867, -2.041], [-0.818, -1.948, -1.524], [-0.195, -0.698, -0.847], [-0.232, 0.353, -1.921], [-0.206, 1.750, -1.345], [0.956, -2.994, -1.135], [-0.060, -3.915, -2.341], [0.981, -2.289, -2.747], [-1.511, -1.579, -2.299], [-1.251, -2.452, -0.607], [-0.852, -0.273, -0.042], [0.794, -0.979, -0.405], [0.582, 0.226, -2.594], [-0.879, 1.844, -0.522], [0.785, 2.004, -0.910], [-0.482, 2.524, -2.052], [-3.831, 1.747, 0.592], [-3.287, 2.602, 1.810], [-3.818, 2.579, 1.033], [2.915, -1.972, 1.698], [1.642, -1.727, 2.529], [2.478, -1.324, 2.230], [2.932, 0.877, 3.631], [2.018, 0.156, 4.516], [2.139, 1.145, 4.121], [-2.508, 0.996, -2.385], [-3.307, 2.270, -2.094], [-3.358, 1.390, -2.463], [3.526, 3.001, -0.572], [2.880, 2.148, -1.631], [3.278, 2.139, -0.805], [2.665, -1.219, -2.798], [2.810, -0.330, -1.680], [2.551, -0.333, -2.578], [3.231, 0.603, -0.230], [2.598, -0.377, 0.627], [3.192, -0.381, -0.024], [0.625, 0.546, 2.964], [0.307, -0.636, 2.039], [-0.077, -0.136, 2.816], [2.228, 1.420, -3.957], [1.320, 2.515, -3.300], [2.230, 2.203, -3.301], [-3.750, 0.523, -1.134], [-2.987, -0.074, 0.136], [-3.826, 0.176, -0.273], [-2.835, -2.328, 1.024], [-3.320, -1.552, 2.008], [-2.489, -1.617, 1.594], [-2.225, 0.728, 2.733], [-1.144, 1.420, 3.595], [-2.068, 1.460, 3.308], [-0.848, -2.142, 2.241], [0.141, -2.640, 3.109], [0.032, -2.565, 2.201]]}


Record 3
{"formula": "C4H37NO16", "method": "the ωB97M-V functional and the def2-TZVPD basis", "e_above_lowest_ev": 9.647, "homo_lumo_gap_ev": 9.53, "mol_weight_da": 355.33, "e_tot_ev": -38993.5040, "e_homo_ev": -9.830, "lumo_energy_ev": -0.30, "elements": ["C", "C", "C", "O", "N", "C", "O", "H", "H", "H", "H", "H", "H", "H", "H", "H", "H", "H", "O", "H", "H", "O", "H", "H", "O", "H", "H", "O", "H", "H", "O", "H", "H", "O", "H", "H", "O", "H", "H", "O", "H", "H", "O", "H", "H", "O", "H", "H", "O", "H", "H", "O", "H", "H", "O", "H", "H", "O"], "xyz": [[0.862, 2.495, 0.569], [0.585, 1.027, 0.588], [0.941, 0.365, 1.968], [1.025, -0.868, 2.021], [0.779, 3.045, -0.832], [-0.016, 4.236, -0.875], [-1.365, 3.815, -0.552], [1.951, 2.813, 0.920], [0.022, 2.856, 1.196], [-0.467, 0.674, 0.461], [1.184, 0.502, -0.187], [0.918, 1.026, 2.759], [0.772, 2.589, -1.780], [-0.106, 4.589, -1.940], [0.292, 5.170, -0.163], [-1.530, 4.474, 0.222], [-3.018, 2.275, -1.872], [-1.911, 2.372, -0.646], [-2.789, 1.849, -0.917], [3.452, 2.171, 2.546], [3.737, 0.834, 1.645], [3.034, 1.379, 2.105], [-0.896, -2.498, 3.689], [0.055, -1.843, 3.248], [-0.190, -2.029, 4.052], [-2.447, -1.855, 4.265], [-3.648, -1.813, 3.470], [-3.027, -2.393, 3.812], [5.014, -0.280, -0.429], [4.812, -0.711, 0.944], [5.218, -0.024, 0.505], [-3.271, -0.597, 0.869], [-2.787, 0.759, 1.605], [-2.765, -0.257, 1.661], [1.209, -4.035, 1.641], [-0.136, -4.336, 1.674], [0.569, -4.779, 1.379], [2.396, -1.281, -2.095], [3.327, -1.769, -3.130], [3.401, -1.432, -2.226], [2.215, -1.975, 0.655], [2.824, -2.327, 2.042], [2.981, -2.368, 1.133], [-0.617, -1.077, 0.491], [-1.162, -2.241, 1.380], [-0.757, -2.032, 0.603], [-3.525, -0.945, -3.882], [-2.069, -1.559, -3.661], [-2.658, -1.234, -4.347], [-1.457, -0.203, -4.720], [-0.741, 0.930, -5.136], [-0.638, 0.337, -4.476], [0.426, -1.176, -1.347], [0.401, -0.984, -2.995], [0.574, -1.617, -2.180], [-4.107, -0.244, -1.282], [-3.022, 0.336, -2.258], [-3.850, -0.134, -2.193]]}


Record 4
{"formula": "C4H37O17", "method": "the ωB97M-V functional and the def2-TZVPD basis", "e_above_lowest_ev": 0.416, "homo_lumo_gap_ev": 9.09, "charge": -1, "mol_weight_da": 357.32, "e_tot_ev": -39557.3021, "e_homo_ev": -6.789, "lumo_energy_ev": 2.30, "elements": ["C", "O", "C", "C", "C", "O", "H", "H", "H", "H", "H", "H", "H", "H", "H", "O", "H", "H", "O", "H", "H", "O", "H", "H", "O", "H", "H", "O", "H", "H", "O", "H", "H", "O", "H", "H", "O", "H", "H", "O", "H", "H", "O", "H", "H", "O", "H", "H", "O", "H", "H", "O", "H", "H", "O", "H", "H", "O"], "xyz": [[1.211, 0.642, -1.140], [0.704, 1.448, -2.266], [0.101, 0.471, -0.166], [0.723, -0.011, 1.209], [1.309, -1.449, 1.257], [2.340, -1.613, 0.630], [1.446, -0.292, -1.699], [2.038, 1.305, -0.834], [-0.408, 1.426, -0.052], [-0.643, -0.327, -0.387], [-0.089, 0.163, 1.882], [1.490, 0.690, 1.611], [1.014, -2.162, 1.999], [-4.006, 0.036, -1.329], [-3.141, -2.377, 0.887], [-2.663, -1.536, 0.920], [-0.422, 3.753, -2.866], [0.844, 3.850, -1.785], [-0.002, 4.153, -2.112], [-2.667, 2.202, 0.064], [-0.205, 1.828, -2.283], [-2.294, 3.018, -0.316], [1.592, 3.470, 0.348], [3.114, 3.418, 0.043], [2.434, 3.895, 0.531], [-2.138, -1.473, 2.423], [-3.067, -0.470, 3.143], [-2.195, -0.851, 3.264], [-0.212, -2.747, 4.030], [-1.352, -1.774, 4.266], [-0.753, -2.427, 4.755], [-1.526, -2.142, 0.441], [-0.559, -3.347, 0.566], [-0.424, -2.440, 0.249], [3.487, -0.894, -1.692], [4.406, -1.105, -0.490], [4.348, -0.640, -1.328], [1.658, -3.195, -0.940], [1.252, -2.706, -2.277], [2.052, -2.817, -1.735], [-2.501, 1.315, -3.106], [-2.248, 2.619, -2.169], [-1.856, 1.899, -2.701], [-1.626, -0.356, -2.145], [-0.786, -0.142, -3.498], [-1.447, -0.668, -3.037], [0.443, -1.123, 5.150], [0.293, 0.473, 5.127], [0.893, -0.261, 5.240], [4.395, 1.190, -1.049], [4.495, 1.227, 0.631], [4.334, 1.650, -0.204], [-1.249, -2.398, -2.980], [-0.683, -2.995, -1.621], [-0.881, -3.210, -2.553], [-2.512, 3.601, 0.422], [-3.724, -0.231, 0.128], [-4.138, 0.433, -0.462]]}


no.,largest force on an atom (eV/A)
1,2.45
2,5.99
3,8.47
4,3.65